Formula: C3H5NO
Source: OMol25
Level of theory: ωB97M-V with the def2-TZVPD basis set

Each line ends with the Mulliken charge.
Positions of all 10 atoms, in Å:
1 O -1.493 0.548 0.253  -0.5023
2 C -0.696 -0.586 -0.057  -0.2674
3 C 0.591 0.037 -0.560  -0.3705
4 C 1.754 0.196 0.243  0.1365
5 N 2.503 0.720 0.967  -0.4943
6 H -2.331 0.254 0.626  0.2839
7 H -0.525 -1.211 0.829  0.3108
8 H -1.191 -1.215 -0.817  0.2770
9 H 0.702 1.107 0.165  0.2641
10 H 0.687 0.150 -1.650  0.3621

- Molecular weight: 71.08 Da
- Gap between HOMO and LUMO: 10.421 eV
- Largest force on an atom: 0.077 Eh/bohr
- HOMO energy: -9.792 eV
- Energy above the lowest of the compared OMol25 structures with the same formula, charge and spin: 301.0 kJ/mol